1.
Entry from the Open Molecules 2025 dataset: a molecular structure, C22H17Cl5LaN2OS2 at a distorted geometry (ωB97M-V with the def2-TZVPD basis set).

Each line ends with the natural charge from an NBO analysis.
Positions of all 50 atoms, in Å:
La (-0.1329, -0.5632, -1.5790)  1.99
S (1.0587, 3.1888, -4.6142)  0.38
C (-0.6084, 3.3370, -4.2795)  -0.40
C (-1.0623, 2.3378, -3.4717)  -0.27
C (-0.0606, 1.4024, -3.0611)  -0.55
C (1.1486, 1.7446, -3.6184)  -0.28
C (2.4116, 1.0354, -3.4608)  0.22
C (3.6260, 1.5276, -3.9532)  -0.24
C (4.7891, 0.8199, -3.7328)  -0.14
C (4.7363, -0.3751, -3.0259)  -0.28
C (3.5014, -0.8039, -2.5831)  0.06
N (2.3675, -0.1362, -2.7926)  -0.53
H (-1.1673, 4.1518, -4.7156)  0.23
H (-2.1035, 2.2736, -3.1795)  0.21
H (3.6471, 2.4664, -4.4887)  0.23
H (5.7341, 1.1945, -4.1046)  0.22
H (5.6254, -0.9558, -2.8275)  0.23
H (3.4122, -1.7337, -2.0298)  0.20
Cl (0.2623, -3.3627, -0.0620)  0.04
C (1.5184, -2.3537, 0.6108)  0.04
C (1.4390, -1.0352, 0.2073)  -0.64
C (2.4442, -0.1935, 0.6447)  0.05
Cl (2.3037, 1.4511, 0.0847)  0.03
C (3.4974, -0.6197, 1.4416)  -0.14
Cl (4.7358, 0.4701, 1.9359)  0.05
C (3.5281, -1.9613, 1.8379)  -0.08
Cl (4.8150, -2.5293, 2.8275)  0.06
C (2.5235, -2.8445, 1.4312)  -0.14
Cl (2.5393, -4.4903, 1.9372)  0.05
O (-1.8687, -0.6558, 0.3508)  -0.71
C (-2.2841, -0.6383, 1.5141)  0.73
C (-3.6522, -1.1657, 1.8578)  -0.51
C (-4.6335, -0.0467, 2.2447)  -0.39
C (-4.4837, 0.4539, 3.6822)  -0.40
C (-3.1197, 1.0635, 4.0047)  -0.41
C (-1.9679, 0.0619, 3.8825)  -0.22
N (-1.5337, -0.1428, 2.5067)  -0.58
H (-3.5738, -1.8927, 2.6705)  0.22
H (-4.0106, -1.6816, 0.9697)  0.25
H (-5.6463, -0.4310, 2.1196)  0.22
H (-4.5209, 0.7871, 1.5463)  0.21
H (-4.6692, -0.3765, 4.3713)  0.20
H (-5.2573, 1.2011, 3.8711)  0.22
H (-3.1363, 1.4510, 5.0257)  0.22
H (-2.9231, 1.9087, 3.3396)  0.21
H (-2.2682, -0.8952, 4.3171)  0.20
H (-1.1032, 0.4151, 4.4396)  0.22
H (-0.6274, 0.2061, 2.2313)  0.42
S (-3.2963, -1.2797, -3.4674)  0.07
C (-1.9534, -1.7856, -2.8565)  -0.74

* multiplicity: 2
* HOMO (alpha / beta): -5.33 / -8.02 eV
* <S²>: 0.754
* F_max: 1.95 eV Å⁻¹
* energy: -4162.18404 Ha
* relative energy (zero: lowest compared OMol25 entry of this formula, charge and spin): 0.000 eV
* net charge: 0

=====

2.
Entry from the Open Molecules 2025 dataset: 2 unconnected molecules or ions with the total composition C5H9NO at a distorted geometry (ωB97M-V with the def2-TZVPD basis set).

Each line ends with the natural charge from an NBO analysis.
Positions of all 16 atoms, in Å:
C (-0.5769, 0.1842, 1.7908)  -0.68
C (-0.2902, -0.0088, 0.3480)  0.15
C (-0.7585, 0.6793, -0.7886)  0.14
N (-0.9112, -0.1467, -1.8031)  -0.47
C (-0.5194, -1.4675, -1.3669)  0.07
C (0.0909, -1.3344, -0.1707)  -0.29
H (-1.2480, -0.6450, 2.0470)  0.28
H (-1.1546, 1.0686, 2.0394)  0.26
H (0.3718, 0.0328, 2.3045)  0.28
H (-1.0858, 1.7027, -0.9171)  0.26
H (-1.4857, -0.0431, -2.6308)  0.46
H (-0.7099, -2.4323, -1.8096)  0.27
H (0.6310, -2.0787, 0.3867)  0.27
H (2.9368, 1.5655, -0.5278)  0.48
H (1.9391, 1.2429, 0.6653)  0.45
O (2.7706, 1.6808, 0.4331)  -0.92

* multiplicity: 2
* HOMO (alpha / beta): -14.73 / -14.75 eV
* <S²>: 0.762
* F_max: 2.42 eV Å⁻¹
* energy: -325.57737 Ha
* relative energy (zero: lowest compared OMol25 entry of this formula, charge and spin): 1.039 eV
* net charge: +1